Entry A
{"formula": "CH2N4O", "method": "ωB97M-V with the def2-TZVPD basis set", "smiles": "O=c1[nH]nn[nH]1", "multiplicity": 1, "symbols": ["O", "C", "N", "N", "N", "N", "H", "H"], "xyz": [[-0.20978, 2.10047, -0.12526], [-0.01620, 0.91557, -0.00648], [1.17886, 0.15033, 0.27708], [0.75229, -1.19925, 0.37264], [-0.45738, -1.32266, 0.09034], [-0.97140, -0.09457, -0.03907], [1.69288, -0.54196, -0.42346], [-1.96927, -0.00794, -0.14580]]}

=====

Entry B
{"formula": "CH2N4O", "method": "ωB97M-V with the def2-TZVPD basis set", "multiplicity": 1, "symbols": ["N", "C", "N", "O", "N", "N", "H", "H"], "xyz": [[-0.94186, -0.10876, 1.22590], [-0.23648, -0.35990, 0.17130], [0.17281, -1.25069, -0.75463], [1.01960, -0.48180, -1.57346], [1.12532, 0.76799, -1.19209], [0.38544, 0.83952, -0.16373], [-1.49329, -0.82242, 1.65661], [-0.03154, 1.41607, 0.63009]]}

=====

Energies in kJ/mol, measured from the most stable structure: entry A 0.0; entry B 200.0.

=====

Entry A
{"formula": "CH2N4O", "method": "ωB97M-V with the def2-TZVPD basis set", "smiles": "Nc1nnon1", "multiplicity": 1, "symbols": ["N", "C", "N", "O", "N", "N", "H", "H"], "xyz": [[-1.03644, -0.58216, -0.83967], [0.09726, -0.07300, -0.19361], [1.19619, -0.73495, 0.05451], [1.77739, -0.05050, 1.05506], [1.00069, 1.02710, 1.39167], [0.01383, 1.04651, 0.62133], [-1.21464, -0.32753, -1.80948], [-1.83429, -0.30548, -0.27981]]}

=====

Entry B
{"formula": "CH2N4O", "method": "ωB97M-V with the def2-TZVPD basis set", "smiles": "On1cnnn1", "multiplicity": 1, "symbols": ["C", "H", "H", "N", "N", "N", "N", "O"], "xyz": [[0.48942, 0.92899, 0.04649], [-1.95804, -1.02957, 0.10145], [0.21872, 1.98323, -0.03750], [-0.39251, -0.08982, 0.00566], [1.69828, 0.38729, -0.05726], [1.46452, -0.93070, 0.00921], [0.23046, -1.23112, -0.02366], [-1.75085, -0.01830, -0.04440]]}

=====

Entry C
{"formula": "CH2N4O", "method": "ωB97M-V with the def2-TZVPD basis set", "multiplicity": 1, "symbols": ["N", "C", "N", "O", "N", "N", "H", "H"], "xyz": [[-0.47002, -1.44118, -0.53722], [0.00821, -0.25816, -0.41410], [0.63378, 0.77850, -1.04203], [0.76237, 1.74171, -0.04052], [0.28110, 1.37484, 1.11122], [-0.16051, 0.20203, 0.89588], [-0.43302, -1.88872, -1.43293], [-0.62192, -0.50901, 1.45970]]}

=====

Entry D
{"formula": "CH2N4O", "method": "ωB97M-V with the def2-TZVPD basis set", "smiles": "[H]/N=c1/[nH]nno1", "multiplicity": 1, "symbols": ["C", "H", "H", "N", "N", "N", "N", "O"], "xyz": [[-0.43696, -0.11247, 0.28700], [-1.51893, 0.32479, 1.58692], [0.90498, -1.55883, -0.41681], [-1.24673, -0.67813, 1.20234], [0.51483, -0.72735, -0.50173], [1.35886, 0.19856, -1.04421], [0.65515, 1.33867, -1.02677], [-0.23121, 1.21475, -0.08674]]}

=====

Energies in kJ/mol, measured from the most stable structure: entry A 0.0; entry B 60.5; entry C 165.8; entry D 114.7.

=====

Entry A
{"formula": "CH2N4O", "method": "ωB97M-V with the def2-TZVPD basis set", "smiles": "O=c1[nH]nn[nH]1", "multiplicity": 1, "symbols": ["O", "C", "N", "N", "N", "N", "H", "H"], "xyz": [[0.67120, -1.60207, 0.77566], [0.26024, -0.59868, 0.20479], [-0.28316, 0.38175, 0.95593], [-0.69884, 1.43782, 0.18816], [-0.43300, 1.15177, -1.02420], [0.15819, -0.09229, -1.05921], [-0.11728, -0.18254, 1.89738], [0.44264, -0.49575, -1.93850]]}

=====

Entry B
{"formula": "CH2N4O", "method": "ωB97M-V with the def2-TZVPD basis set", "smiles": "[H]/N=c1/nno[nH]1", "multiplicity": 1, "symbols": ["C", "H", "H", "N", "N", "N", "N", "O"], "xyz": [[-0.24117, -0.21883, -0.36739], [-1.23158, -1.98145, -0.55659], [-0.63493, 0.25834, 1.47434], [-0.89490, -1.12428, -0.90651], [0.57863, 0.65828, -1.14410], [1.27199, 1.35818, -0.39430], [0.20814, -0.04462, 0.98370], [0.94381, 1.09438, 0.91084]]}

=====

Entry C
{"formula": "CH2N4O", "method": "ωB97M-V with the def2-TZVPD basis set", "smiles": "O=c1nn[nH][nH]1", "multiplicity": 1, "symbols": ["C", "H", "H", "N", "N", "N", "N", "O"], "xyz": [[0.24818, 0.28525, -1.06258], [-0.67043, -0.61656, 1.89821], [-1.74720, 0.30158, -0.13130], [1.47428, 0.23932, -0.30433], [1.23359, -0.12305, 0.91449], [-0.03860, -0.49709, 1.03631], [-0.68167, -0.20199, -0.14450], [0.18184, 0.61254, -2.20632]]}

=====

Entry D
{"formula": "CH2N4O", "method": "ωB97M-V with the def2-TZVPD basis set", "multiplicity": 1, "symbols": ["N", "C", "N", "O", "N", "N", "H", "H"], "xyz": [[1.46365, 0.04636, -0.16246], [0.10944, 0.16193, -0.30549], [-0.69062, 0.69948, -1.08129], [-2.32042, -0.03163, -0.20627], [-1.77599, -0.65824, 0.69435], [-0.59184, -0.73812, 0.88876], [1.76102, -0.23444, 0.76448], [2.04476, 0.75468, -0.59207]]}

=====

Energies in kJ/mol, measured from the most stable structure: entry A 0.0; entry B 194.6; entry C 63.6; entry D 186.1.

=====

Entry A
{"formula": "C3H5N3O", "method": "ωB97M-V with the def2-TZVPD basis set", "smiles": "OCc1nc[nH]n1", "multiplicity": 1, "symbols": ["O", "C", "C", "N", "N", "C", "N", "H", "H", "H", "H", "H"], "xyz": [[-2.27851, 0.84329, -0.83505], [-1.66763, -0.00962, 0.10560], [-0.16627, -0.02738, 0.01622], [0.55618, 1.06206, -0.17242], [1.80995, 0.57274, -0.18131], [1.79769, -0.75948, -0.00312], [0.55828, -1.17899, 0.12304], [-1.99886, 0.56312, -1.71449], [-2.01718, -1.04892, 0.02620], [-1.97357, 0.36656, 1.08661], [2.59072, 1.19313, -0.32627], [2.69210, -1.36996, 0.00763]]}

=====

Entry B
{"formula": "C3H5N3O", "method": "ωB97M-V with the def2-TZVPD basis set", "smiles": "CN=C=N.N=C=O", "multiplicity": 1, "symbols": ["C", "C", "C", "N", "N", "N", "O", "H", "H", "H", "H", "H"], "xyz": [[-0.71645, -1.01647, 0.26056], [2.11854, 0.22051, -0.09328], [-1.23844, 1.38064, 0.21178], [-0.41597, -2.15054, -0.05237], [2.04436, -0.50590, -1.03666], [-0.62217, 0.14569, 0.53358], [2.38384, 1.02488, 0.69244], [-1.94676, 1.65397, 0.99910], [-0.45976, 2.14174, 0.17124], [-1.76471, 1.35145, -0.74808], [-0.80970, -2.98945, 0.32508], [1.42724, -1.25652, -1.26340]]}

=====

Energies in kJ/mol, measured from the most stable structure: entry A 0.0; entry B 42.1.

=====

Entry A
{"formula": "C3H5N3O", "method": "ωB97M-V with the def2-TZVPD basis set", "smiles": "Nc1c[nH]c(O)n1", "multiplicity": 1, "symbols": ["N", "C", "C", "N", "C", "O", "N", "H", "H", "H", "H", "H"], "xyz": [[2.06592, 0.72053, -0.16062], [0.91592, -0.03627, -0.02969], [0.39998, -1.30344, -0.03358], [-1.00734, -1.09032, -0.03808], [-1.21069, 0.23378, -0.00539], [-2.42155, 0.80264, 0.01193], [-0.10701, 0.89932, 0.01126], [2.97178, 0.46867, 0.19886], [1.57618, 1.61940, 0.01281], [0.80208, -2.30673, -0.09695], [-1.74202, -1.76505, 0.06753], [-2.24325, 1.75746, 0.06193]]}

=====

Entry B
{"formula": "C3H5N3O", "method": "ωB97M-V with the def2-TZVPD basis set", "multiplicity": 1, "symbols": ["O", "C", "C", "N", "N", "C", "N", "H", "H", "H", "H", "H"], "xyz": [[-2.62330, 0.92088, -0.07020], [-1.68175, -0.06389, 0.22164], [-0.16891, 0.15743, -0.15603], [0.47211, 1.22267, -0.51283], [2.25404, 0.49815, -0.22478], [1.82903, -0.68577, 0.10738], [0.54894, -0.97758, 0.08034], [-2.73530, 0.97179, -1.02592], [-1.94697, -1.05300, -0.18675], [-1.70030, -0.18065, 1.31577], [3.26712, 0.65883, -0.02387], [2.48530, -1.46885, 0.47526]]}

=====

Energies in kJ/mol, measured from the most stable structure: entry A 0.0; entry B 269.5.

=====

Entry A
{"formula": "C3H5N3O", "method": "ωB97M-V with the def2-TZVPD basis set", "smiles": "C1=NNCC=NO1", "multiplicity": 1, "symbols": ["C", "C", "C", "H", "H", "H", "H", "H", "N", "N", "N", "O"], "xyz": [[-1.29046, 0.45265, 0.00342], [1.38443, -1.11833, 0.06874], [0.12281, 1.39584, 0.06295], [-1.72305, 0.44173, 0.99879], [-2.23199, 0.98763, -0.45492], [-1.40932, -1.63208, -0.42787], [2.10253, -1.81639, 0.28789], [0.11079, 2.60748, 0.08786], [-0.71559, -0.94267, -0.39937], [0.26015, -1.62403, 0.12580], [1.41731, 1.22610, -0.16027], [1.97239, 0.02207, -0.19302]]}

=====

Entry B
{"formula": "C3H5N3O", "method": "ωB97M-V with the def2-TZVPD basis set", "smiles": "Nc1c[nH]c(O)n1", "multiplicity": 1, "symbols": ["N", "C", "C", "N", "C", "O", "N", "H", "H", "H", "H", "H"], "xyz": [[2.09698, 0.57567, -0.38974], [0.78492, 0.19235, -0.19081], [0.42106, -1.11970, 0.04840], [-0.99223, -1.03989, 0.11493], [-1.30869, 0.25068, -0.03961], [-2.58987, 0.63472, -0.02033], [-0.27894, 1.05434, -0.21916], [2.72424, -0.21841, -0.44555], [2.44159, 1.34127, 0.16969], [0.92462, -1.47211, 0.94170], [-1.64898, -1.80167, 0.03359], [-2.57471, 1.60274, -0.00310]]}

=====

Energies in kJ/mol, measured from the most stable structure: entry A 563.2; entry B 0.0.

=====

Entry A
{"formula": "C3H5N3O", "method": "ωB97M-V with the def2-TZVPD basis set", "smiles": "Nc1conc1N", "multiplicity": 1, "symbols": ["N", "C", "C", "O", "N", "C", "N", "H", "H", "H", "H", "H"], "xyz": [[0.41447, 1.70370, -0.01879], [0.41027, 0.31073, -0.04629], [1.55160, -0.36734, -0.20020], [1.37286, -1.68373, -0.15056], [-0.00191, -1.91272, 0.04324], [-0.56881, -0.72983, 0.11996], [-1.91756, -0.58631, 0.39488], [0.42313, 2.22492, -0.87293], [0.65567, 2.17856, 0.83345], [2.45483, 0.21881, -0.30946], [-2.37439, 0.10779, -0.18079], [-2.42015, -1.46457, 0.38749]]}

=====

Entry B
{"formula": "C3H5N3O", "method": "ωB97M-V with the def2-TZVPD basis set", "smiles": "COc1nc[nH]n1", "multiplicity": 1, "symbols": ["C", "C", "C", "H", "H", "H", "H", "H", "N", "N", "N", "O"], "xyz": [[2.21250, 0.08180, 0.05017], [0.01381, -0.59830, -0.09013], [-1.69421, 0.72107, 0.01669], [1.77177, 1.01186, -0.67766], [2.14292, 0.58854, 1.03472], [3.24210, -0.27806, -0.30336], [-2.35202, 1.60747, -0.07796], [-3.12295, -0.89690, 0.01172], [-0.38552, 0.77425, -0.03763], [-2.09948, -0.58982, 0.09144], [-1.01909, -1.48573, -0.04224], [1.29017, -0.93617, 0.02423]]}

=====

Energies in kJ/mol, measured from the most stable structure: entry A 13.0; entry B 0.0.

=====

Entry A
{"formula": "C3H5N3O", "method": "ωB97M-V with the def2-TZVPD basis set", "smiles": "O/N=C1/C=NNC1", "multiplicity": 1, "symbols": ["C", "C", "C", "H", "H", "H", "H", "H", "N", "N", "N", "O"], "xyz": [[0.28337, -0.41647, 0.26648], [-0.15067, 0.54756, -0.79425], [-0.82329, -0.55306, 1.41454], [2.81664, -1.35420, -0.57969], [-0.25249, -0.10094, -1.75188], [0.59728, 1.51597, -0.89573], [-2.09043, 1.64106, -0.45823], [-0.61295, -0.85651, 2.40515], [1.34737, -0.99246, 0.36457], [-1.51946, 0.70865, -0.37498], [-1.75537, 0.31946, 1.05055], [2.16001, -0.45906, -0.64652]]}

=====

Entry B
{"formula": "C3H5N3O", "method": "ωB97M-V with the def2-TZVPD basis set", "smiles": "Nc1conc1N", "multiplicity": 1, "symbols": ["C", "C", "C", "H", "H", "H", "H", "H", "N", "N", "N", "O"], "xyz": [[0.70428, -0.35705, -0.06042], [1.15551, 0.89632, -0.03642], [-0.75294, -0.21824, 0.05751], [2.55281, -1.08359, 0.13047], [1.31950, -2.09647, 0.71304], [2.08611, 1.35744, -0.24246], [-1.63281, -1.97799, -0.61604], [-2.72427, -0.74667, -0.10886], [1.55320, -1.47134, -0.05345], [-1.08301, 1.06825, 0.02862], [-1.74614, -1.19852, 0.04294], [0.08614, 1.72904, 0.02914]]}

=====

Energies in kJ/mol, measured from the most stable structure: entry A 282.9; entry B 0.0.